Record 1
This record from the OMol25 dataset describes a molecular structure, C33H57CoN4OP2S. The level of theory is wB97M-V/def2-TZVPD.

2S+1 ... 4
Kohn-Sham gap (spin up / spin down) ... 6.832 / 6.132 eV
Lowest unoccupied orbital energy (spin up / spin down) ... -2.3 / -3.8 eV
DFT total energy ... -110185.7815 eV
Net charge ... +1

Last column: Mulliken spin population.
Geometry (Å):
C 0.638 1.417 -2.832  -0.05
C -1.353 1.415 -1.631  0.00
C 0.162 2.418 -3.680  0.14
C -1.811 2.580 -2.308  0.24
C -1.023 3.079 -3.340  -0.04
H 0.722 2.660 -4.577  0.01
H -2.772 3.009 -2.037  0.01
H -1.291 3.999 -3.858  0.00
N -0.007 1.138 -1.698  0.05
P 2.609 -0.089 -1.596  0.05
P -2.970 1.150 1.296  0.63
C 1.821 0.518 -3.143  -0.03
H 1.484 -0.358 -3.719  0.00
H 2.518 1.068 -3.778  0.01
C -2.193 0.396 -1.098  0.30
H -3.270 0.549 -1.237  -0.01
C -4.569 0.275 1.551  0.13
C -2.338 1.830 2.850  0.20
C 3.125 -1.915 -1.837  0.02
C 4.062 1.175 -1.602  0.02
C -4.110 -1.177 1.772  0.08
H -3.630 -1.288 2.752  -0.01
H -4.978 -1.848 1.730  0.01
H -3.379 -1.488 1.008  -0.04
C -5.449 0.790 2.709  0.02
H -5.017 0.630 3.698  0.01
H -5.705 1.851 2.581  -0.01
H -6.384 0.209 2.686  0.00
C -5.430 0.437 0.275  0.03
H -6.416 -0.017 0.466  0.00
H -5.574 1.506 0.050  -0.01
H -5.000 -0.052 -0.608  -0.01
C -2.454 0.860 4.028  0.07
H -1.881 -0.051 3.821  -0.02
H -2.020 1.344 4.911  0.00
H -3.468 0.573 4.295  0.00
C -0.840 2.105 2.705  0.01
H -0.279 1.166 2.649  0.00
H -0.599 2.708 1.826  0.01
H -0.490 2.648 3.594  0.00
C -3.088 3.163 2.994  0.05
H -4.159 3.046 3.195  -0.01
H -2.645 3.736 3.817  0.01
H -2.982 3.757 2.074  -0.01
C 4.887 0.965 -0.327  0.00
H 5.712 1.696 -0.340  0.00
H 4.291 1.159 0.578  0.00
H 5.330 -0.044 -0.272  0.00
C 3.491 2.602 -1.601  0.00
H 2.891 2.818 -2.490  0.00
H 2.897 2.813 -0.711  0.00
H 4.343 3.294 -1.601  0.00
C 4.985 1.060 -2.829  0.01
H 5.657 1.931 -2.806  0.00
H 5.615 0.167 -2.816  0.00
H 4.451 1.096 -3.786  0.00
C 1.936 -2.685 -2.434  -0.01
H 1.679 -2.346 -3.446  0.00
H 2.207 -3.751 -2.500  0.00
H 1.047 -2.608 -1.787  0.01
C 3.427 -2.529 -0.456  0.01
H 2.549 -2.475 0.207  0.00
H 3.682 -3.591 -0.604  0.00
H 4.277 -2.039 0.042  0.00
C 4.356 -2.067 -2.736  0.01
H 4.238 -1.568 -3.707  0.00
H 5.269 -1.704 -2.245  0.00
H 4.503 -3.141 -2.932  0.00
Co 0.854 -0.048 -0.281  1.00
C 1.517 1.255 0.626  -0.05
O 1.906 2.107 1.337  -0.02
N -0.565 -1.232 -0.509  0.21
C -1.672 -0.916 -1.052  -0.05
C -2.353 -1.997 -1.961  0.02
C -3.818 -1.720 -2.239  0.02
C -1.657 -1.907 -3.313  0.00
C -2.169 -3.357 -1.288  -0.01
H -4.427 -1.854 -1.344  0.00
H -3.967 -0.720 -2.645  -0.01
H -4.173 -2.441 -2.981  0.00
H -0.571 -2.001 -3.228  0.00
H -1.996 -2.701 -3.989  0.00
H -1.875 -0.940 -3.780  0.00
H -2.323 -4.175 -1.997  0.00
H -1.155 -3.438 -0.870  0.00
H -2.906 -3.458 -0.480  0.00
C 0.817 -1.211 4.941  0.00
N 2.015 -0.913 4.163  0.00
C 3.246 -0.571 4.693  0.00
C 4.080 -0.326 3.649  0.00
N 3.331 -0.491 2.501  0.00
C 2.053 -0.852 2.807  0.00
S 0.764 -1.187 1.742  -0.02
H 0.218 -0.303 5.106  0.00
H 0.208 -1.948 4.409  0.00
H 1.126 -1.613 5.912  0.00
H 3.411 -0.552 5.755  0.00
H 5.112 -0.039 3.611  0.00
H 3.686 -0.429 1.549  0.00


Record 2
This record from the OMol25 dataset describes a molecular structure, C12H23N2O3P2Ru. The level of theory is wB97M-V/def2-TZVPD.

2S+1 ... 5
Kohn-Sham gap (spin up / spin down) ... 7.876 / 4.760 eV
Lowest unoccupied orbital energy (spin up / spin down) ... -11.6 / -14.7 eV
DFT total energy ... -43068.0693 eV
Net charge ... +3

Last column: Mulliken spin population.
Geometry (Å):
Ru -0.724 0.119 1.004  2.97
P -2.021 0.961 -0.489  0.06
C -0.923 1.591 -1.829  0.00
C 0.426 1.919 -1.239  0.04
N 0.745 1.344 -0.068  -0.06
C 2.010 1.410 0.384  0.01
C 2.909 2.326 -0.169  0.01
C 2.571 3.020 -1.326  0.02
C 1.327 2.762 -1.896  0.00
C 2.366 0.451 1.487  0.04
P 1.127 -0.917 1.506  0.12
H 0.965 3.208 -2.817  0.00
H 3.870 2.418 0.334  0.00
H 3.260 3.727 -1.784  0.00
H 3.370 0.031 1.353  0.01
H 2.309 0.949 2.465  0.01
H -0.818 0.766 -2.564  0.00
H -1.379 2.474 -2.304  0.01
H -0.028 -3.220 -1.930  0.00
O -0.123 -2.376 -2.441  0.00
H 0.040 -2.632 -3.365  0.00
H -0.687 -4.455 -0.079  0.00
O 0.119 -4.349 -0.612  0.00
H 0.642 -5.155 -0.449  0.00
C 1.832 -2.135 0.366  0.01
H 2.896 -2.301 0.583  0.01
H 1.259 -3.067 0.473  0.00
H 1.681 -1.808 -0.673  0.00
C 1.187 -1.610 3.172  0.05
H 0.580 -2.520 3.187  0.01
H 2.226 -1.822 3.447  0.02
H 0.747 -0.886 3.862  0.00
C -2.686 2.510 0.251  0.07
H -3.032 3.169 -0.557  0.02
H -3.518 2.255 0.930  0.00
H -1.882 2.996 0.828  0.00
C -3.400 0.122 -1.303  0.04
H -4.056 -0.298 -0.527  0.00
H -3.963 0.842 -1.911  0.01
H -2.985 -0.686 -1.922  0.00
O -3.798 0.188 2.389  0.14
C -2.720 -0.296 2.152  -0.01
N -1.720 -1.028 2.083  0.39


Record 3
This record from the OMol25 dataset describes a molecular structure, C34H41ClN4P2Pb. The level of theory is wB97M-V/def2-TZVPD.

Kohn-Sham gap (spin up / spin down) ... 6.425 / 5.711 eV
Lowest unoccupied orbital energy (spin up / spin down) ... -1.2 / -1.0 eV
DFT total energy ... -78225.3068 eV
Net charge ... 0

Last column: Löwdin charge in e.
Geometry (Å):
Pb -0.343 -1.604 -4.219  0.80
C -0.743 4.641 -0.907  -0.12
C -1.362 3.653 -1.573  -0.11
C -0.919 3.044 -2.883  -0.21
C 0.389 2.240 -2.804  -0.21
C 1.624 2.918 -3.315  -0.10
C 1.929 4.216 -3.206  -0.11
C 1.040 5.309 -2.683  -0.20
C 0.624 5.173 -1.188  -0.19
C 1.251 -2.487 -2.889  -0.43
H -1.231 5.092 -0.040  0.10
H -2.321 3.250 -1.211  0.10
H -0.870 3.790 -3.691  0.11
H -1.719 2.325 -3.154  0.09
H 0.517 1.930 -1.754  0.05
H 0.260 1.288 -3.370  0.04
H 2.328 2.224 -3.787  0.09
H 2.931 4.543 -3.515  0.10
H 0.154 5.456 -3.322  0.11
H 1.643 6.234 -2.729  0.10
H 1.404 4.619 -0.629  0.13
H 0.647 6.188 -0.758  0.10
H 0.581 -2.828 -2.071  -0.07
H 1.939 -1.737 -2.458  -0.03
H 1.793 -3.327 -3.362  -0.04
P 1.301 -1.533 -6.321  0.90
P -2.297 -0.861 -6.255  0.88
N 2.568 -0.313 -6.514  -0.25
N 2.119 -2.790 -7.324  -0.23
N -2.294 0.775 -6.942  -0.27
N -3.881 -1.244 -7.041  -0.26
C 0.159 -0.896 -7.610  -0.41
C -1.217 -1.598 -7.573  -0.40
C 3.703 -0.262 -5.693  -0.14
C 4.595 0.655 -6.229  -0.09
C 3.988 1.200 -7.409  -0.08
C 2.745 0.601 -7.553  -0.14
C 2.489 -4.057 -6.866  -0.14
C 2.958 -4.800 -7.940  -0.10
C 2.875 -3.962 -9.100  -0.09
C 2.394 -2.732 -8.690  -0.14
C -1.960 1.930 -6.223  -0.13
C -1.657 2.945 -7.110  -0.09
C -1.802 2.415 -8.431  -0.08
C -2.198 1.096 -8.305  -0.19
C -4.663 -0.607 -8.012  -0.15
C -5.561 -1.524 -8.546  -0.10
C -5.342 -2.770 -7.874  -0.11
C -4.311 -2.579 -6.973  -0.17
H 0.575 -0.987 -8.629  0.07
H 0.062 0.180 -7.396  0.06
H -1.726 -1.539 -8.552  0.09
H -1.139 -2.670 -7.311  0.07
H 3.741 -0.867 -4.796  0.10
H 5.576 0.900 -5.850  0.09
H 4.415 1.920 -8.093  0.09
H 1.958 0.771 -8.282  0.10
H 2.350 -4.302 -5.821  0.09
H 3.309 -5.826 -7.920  0.09
H 3.117 -4.223 -10.123  0.09
H 2.164 -1.842 -9.266  0.10
H -2.008 1.914 -5.140  0.08
H -1.385 3.964 -6.855  0.09
H -1.660 2.934 -9.371  0.10
H -2.421 0.366 -9.076  0.11
H -4.526 0.434 -8.265  0.09
H -6.280 -1.323 -9.327  0.09
H -5.874 -3.698 -8.034  0.09
H -3.824 -3.259 -6.289  0.10
Cl 0.226 -0.022 -0.108  0.76
C -0.242 -1.105 1.131  -0.61
C 0.123 -0.866 2.443  -0.11
C -0.142 -1.828 3.429  -0.08
C -0.718 -3.060 3.067  -0.09
C -1.095 -3.317 1.753  -0.03
C -0.936 -2.309 0.733  -0.32
C -1.402 -2.482 -0.560  0.02
H 0.650 0.055 2.707  0.11
H 0.154 -1.624 4.459  0.10
H -0.848 -3.830 3.816  0.10
H -1.540 -4.273 1.470  0.11
H -1.808 -3.451 -0.859  0.08
H -1.658 -1.629 -1.189  0.03


Record 4
This record from the OMol25 dataset describes 2 unconnected molecules or ions with the total composition C13H21BNO4. The level of theory is wB97M-V/def2-TZVPD.

Kohn-Sham gap ... 6.997 eV
Lowest unoccupied orbital energy ... 2.4 eV
DFT total energy ... -24177.1605 eV
Net charge ... -1

Last column: natural (NBO) charge in e.
Geometry (Å):
C -1.118 -3.162 -1.252  -0.63
C -1.172 -1.660 -1.399  -0.08
C -2.398 -1.019 -1.199  -0.21
C -2.521 0.365 -1.258  -0.28
C -1.390 1.129 -1.534  -0.24
C -0.172 0.498 -1.738  -0.25
C -0.024 -0.898 -1.684  0.16
C 1.338 -1.492 -1.844  -0.68
B 2.152 -1.617 -0.384  -0.12
C 3.268 -0.409 -0.193  -0.63
C 2.791 0.790 0.640  -0.37
C 2.747 0.546 2.158  -0.51
C 1.614 -0.314 2.640  0.83
O 1.718 -1.312 3.308  -0.61
O 0.397 0.195 2.302  -0.71
H -0.096 -3.530 -1.184  0.24
H -1.610 -3.654 -2.097  0.20
H -1.632 -3.471 -0.338  0.21
H -3.274 -1.615 -0.957  0.19
H -3.482 0.836 -1.086  0.21
H -1.465 2.211 -1.586  0.20
H 0.711 1.093 -1.944  0.20
H 1.894 -0.867 -2.554  0.19
H 1.263 -2.484 -2.302  0.20
H 1.331 -1.612 0.529  -0.09
H 2.721 -2.716 -0.354  -0.07
H 4.192 -0.797 0.257  0.18
H 3.556 -0.016 -1.179  0.18
H 1.800 1.105 0.296  0.20
H 3.451 1.659 0.495  0.17
H 2.654 1.523 2.648  0.21
H 3.673 0.083 2.501  0.22
H -0.214 -0.553 2.367  0.49
C -2.650 2.888 1.380  -0.49
N -4.002 3.207 0.839  0.54
O -4.887 3.495 1.619  -0.39
O -4.122 3.130 -0.364  -0.38
H -2.683 2.976 2.459  0.22
H -2.406 1.879 1.055  0.26
H -1.952 3.591 0.936  0.23